Molecular formula: C62H163Cl2F9N24O14P8
Method: DFT, ωB97M-V/def2-TZVPD

Calculated values
**SMILES**: CN(C)P(=O)(N(C)C)N(C)C.CN(C)P(=O)(N(C)C)N(C)C.CN(C)P(=O)(N(C)C)N(C)C.CN(C)P(=O)(N(C)C)N(C)C.CN(C)P(=O)(N(C)C)N(C)C.CN(C)P(=O)(N(C)C)N(C)C.CN(C)P(=O)(N(C)C)N(C)C.CN(C)P(=O)(N(C)C)N(C)C.CCOC(=O)C(F)(F)F.CCOC(=O)C(F)(F)F.CCOC(=O)C(F)(F)F.ClCCCl
**2S+1**: 1
**HOMO-LUMO gap**: 7.99 eV

Last column: Löwdin charge in e.
CARTESIAN COORDINATES (ANGSTROEM)
Cl -10.73794 -8.95912 31.19332  0.569
C -12.18295 -7.92034 31.20448  -0.649
C -13.23228 -8.50346 32.12636  -0.631
Cl -13.75262 -10.16753 31.61251  0.509
H -12.55244 -7.79074 30.18724  0.069
H -11.83503 -6.95511 31.57240  0.056
H -14.15034 -7.93128 32.26008  0.075
H -12.73383 -8.52954 33.09536  0.058
O -7.59904 -17.33494 34.16098  -0.293
P -6.77639 -16.13588 34.02120  0.580
N -5.13386 -16.33834 34.60098  -0.290
C -4.77792 -16.52907 36.04792  -0.087
C -4.15265 -16.90780 33.67984  -0.136
N -7.38690 -14.73078 34.84071  -0.294
C -6.74947 -13.44491 34.99923  -0.140
C -8.80515 -14.70473 35.23530  -0.113
N -6.81612 -15.55316 32.43946  -0.287
C -5.89019 -14.48258 31.92953  -0.094
C -7.71168 -16.15629 31.37477  -0.077
H -5.60299 -17.09453 36.48109  0.079
H -4.48861 -15.61357 36.56391  0.051
H -3.92955 -17.20991 36.11727  0.073
H -4.42331 -17.94534 33.48401  0.079
H -3.17671 -16.80370 34.15399  0.074
H -4.11823 -16.49369 32.67216  0.058
H -6.83054 -12.79607 34.12714  0.063
H -7.22152 -12.86544 35.79263  0.054
H -5.74476 -13.56211 35.40534  0.058
H -9.37714 -14.26560 34.41794  0.076
H -9.21082 -15.69707 35.43233  0.070
H -8.95255 -14.08762 36.12162  0.070
H -5.69061 -14.58067 30.86246  0.078
H -6.34159 -13.49460 32.02036  0.063
H -4.99476 -14.57716 32.54385  0.042
H -8.09656 -15.25631 30.89518  0.071
H -8.41666 -16.85824 31.82013  0.071
H -7.17874 -16.57631 30.52174  0.066
O -4.79344 -1.66059 28.34551  -0.304
P -3.80353 -2.71671 28.01807  0.640
N -2.19197 -2.15916 28.30840  -0.279
C -1.88063 -1.29647 29.47487  -0.099
C -1.04398 -2.85900 27.74592  -0.163
N -3.89850 -3.30579 26.34644  -0.285
C -3.16906 -2.72535 25.19798  -0.120
C -5.13272 -3.94619 25.86520  -0.124
N -3.95209 -4.26439 28.75586  -0.312
C -3.00339 -5.32294 28.49447  -0.136
C -4.54112 -4.21491 30.10085  -0.101
H -2.69922 -0.59695 29.64424  0.072
H -0.93264 -0.80416 29.25800  0.080
H -1.82523 -1.79818 30.44096  0.069
H -0.34787 -2.24905 27.17016  0.080
H -1.19592 -3.72949 27.10773  0.060
H -0.45150 -3.33125 28.52953  0.062
H -3.44325 -1.67240 25.13300  0.074
H -2.09180 -2.59995 25.30693  0.057
H -3.41101 -3.11389 24.20874  0.075
H -5.97034 -3.25195 25.93242  0.063
H -4.92563 -4.30063 24.85546  0.073
H -5.43508 -4.84228 26.40714  0.064
H -2.75913 -5.38640 27.43409  0.078
H -2.06879 -5.05823 28.98899  0.050
H -3.40901 -6.21721 28.96760  0.077
H -4.46991 -5.16699 30.62675  0.060
H -5.60721 -3.98798 30.09496  0.068
H -3.90732 -3.53244 30.66710  0.076
O -9.02643 -6.66424 25.35850  -0.316
P -9.65646 -5.29612 25.20911  0.679
N -9.34619 -4.53227 23.64804  -0.303
C -8.04442 -3.96139 23.36489  -0.129
C -10.04487 -4.94659 22.38225  -0.104
N -9.05167 -4.18107 26.37416  -0.318
C -9.41030 -2.79683 26.45812  -0.129
C -8.13840 -4.62792 27.45851  -0.096
N -11.37503 -5.29550 25.54015  -0.307
C -12.33996 -4.21079 25.10039  -0.104
C -11.87214 -6.08380 26.68791  -0.112
H -8.02899 -3.33795 22.47092  0.084
H -7.33905 -4.78283 23.23919  0.083
H -7.76250 -3.33788 24.21334  0.056
H -9.54107 -5.72796 21.81325  0.079
H -10.18143 -4.07105 21.74753  0.075
H -11.06728 -5.26483 22.58600  0.064
H -8.48550 -2.22136 26.41714  0.084
H -10.08449 -2.49210 25.65769  0.068
H -10.05063 -2.65935 27.32943  0.084
H -7.43667 -3.87775 27.82308  0.076
H -8.77968 -4.86210 28.30823  0.063
H -7.65642 -5.54496 27.11960  0.057
H -12.66877 -3.66056 25.98200  0.075
H -11.84243 -3.60850 24.34026  0.059
H -13.21357 -4.66965 24.63742  0.072
H -11.53517 -5.62788 27.61887  0.068
H -11.38641 -7.05895 26.65242  0.068
H -12.96092 -6.10910 26.64306  0.081
O 0.35778 -5.79276 28.30625  -0.279
P 0.80763 -6.94793 29.10596  0.608
N 2.49837 -7.22224 28.96691  -0.291
C 3.29367 -8.30269 29.68767  -0.093
C 3.15735 -6.76038 27.74702  -0.129
N 0.12637 -8.46280 28.70730  -0.300
C 0.46993 -9.70626 29.34178  -0.120
C -1.17669 -8.40061 28.09402  -0.125
N 0.46265 -6.84445 30.80907  -0.276
C 1.24571 -5.91752 31.61614  -0.139
C -0.97823 -6.94505 31.30156  -0.056
H 4.30761 -7.92757 29.82656  0.073
H 3.45262 -9.18403 29.06631  0.065
H 2.80713 -8.55838 30.62894  0.069
H 4.18500 -6.42623 27.88973  0.079
H 2.57887 -6.00660 27.21289  0.069
H 3.18059 -7.59525 27.04662  0.076
H -0.35397 -10.37609 29.09555  0.067
H 1.35247 -10.22474 28.96708  0.078
H 0.39806 -9.64887 30.42789  0.071
H -1.88362 -8.55357 28.90948  0.069
H -1.37048 -7.43573 27.62544  0.065
H -1.31399 -9.16371 27.32792  0.081
H 2.29696 -5.96309 31.33172  0.070
H 0.90538 -4.88574 31.52830  0.084
H 1.21351 -6.14846 32.68091  0.054
H -1.04093 -6.35508 32.21595  0.050
H -1.22005 -7.99941 31.43557  0.061
H -1.67914 -6.50358 30.59308  0.051
O -2.84441 -2.58295 36.47187  -0.294
P -2.05466 -3.82813 36.75901  0.598
N -0.64236 -3.37750 37.61338  -0.338
C -0.76836 -3.22768 39.00661  -0.154
C 0.42018 -2.52102 36.95705  -0.061
N -1.50803 -4.68968 35.38788  -0.278
C -0.38883 -5.65231 35.34495  -0.118
C -2.59060 -5.00512 34.43593  -0.108
N -2.82054 -5.07269 37.64395  -0.296
C -2.18524 -6.38115 37.98271  -0.082
C -4.23171 -5.04410 37.96245  -0.101
H -1.43504 -2.38728 39.19990  0.077
H 0.20357 -2.91933 39.39179  0.083
H -1.19705 -4.13744 39.42691  0.072
H 0.54955 -2.93082 35.95533  0.069
H 1.36618 -2.74029 37.45214  0.073
H 0.08338 -1.50018 37.13745  0.085
H -0.85128 -6.63756 35.28544  0.065
H 0.36385 -5.51919 34.56787  0.056
H 0.24387 -5.66465 36.23244  0.069
H -3.37846 -4.25298 34.39519  0.076
H -2.21821 -5.28542 33.45062  0.059
H -3.22413 -5.84531 34.72023  0.059
H -1.11369 -6.27561 37.81319  0.059
H -2.43481 -6.70741 38.99235  0.085
H -2.46909 -7.15688 37.27154  0.061
H -4.74460 -5.44624 37.08876  0.062
H -4.58605 -4.06788 38.29342  0.075
H -4.40296 -5.73355 38.78915  0.075
O -3.80922 -12.31360 34.16706  -0.280
P -2.33404 -12.09832 34.11533  0.586
N -1.80494 -10.50416 34.35185  -0.282
C -0.38569 -10.05887 34.25272  -0.079
C -2.73001 -9.57247 34.98597  -0.126
N -1.66540 -12.52643 32.63559  -0.304
C -1.55610 -13.94875 32.32877  -0.109
C -2.10052 -11.81989 31.43700  -0.121
N -1.44495 -12.99996 35.30666  -0.283
C 0.00005 -13.27388 35.27885  -0.139
C -2.16123 -13.54408 36.52168  -0.069
H -0.32062 -9.02159 33.92423  0.065
H 0.13786 -10.65327 33.50393  0.066
H 0.01145 -10.18084 35.26044  0.078
H -3.63038 -10.01895 35.40797  0.052
H -3.13016 -8.80408 34.32451  0.065
H -2.33456 -9.00892 35.83103  0.064
H -0.71778 -14.17997 31.67162  0.084
H -1.34565 -14.61518 33.16524  0.072
H -2.51148 -14.15366 31.84569  0.074
H -1.36421 -11.95738 30.64514  0.078
H -3.10943 -12.07222 31.11060  0.077
H -2.11837 -10.74084 31.59015  0.060
H 0.49174 -12.73300 36.08741  0.079
H 0.30910 -14.31549 35.19133  0.076
H 0.40936 -12.91339 34.33513  0.059
H -2.62202 -12.74870 37.10748  0.060
H -1.42900 -13.97308 37.20570  0.078
H -2.88635 -14.29071 36.19789  0.052
O -13.92778 -4.69616 36.04871  -0.315
P -12.62983 -4.46686 36.74957  0.619
N -11.41638 -5.67918 36.42506  -0.301
C -11.85646 -7.04381 36.45688  -0.130
C -10.00052 -5.43856 36.82655  -0.101
N -12.80770 -4.28179 38.46223  -0.312
C -11.72840 -4.54224 39.45294  -0.087
C -14.05529 -3.69206 39.00658  -0.115
N -11.78929 -3.05800 36.16117  -0.286
C -11.38774 -2.97638 34.75258  -0.137
C -12.00404 -1.63414 36.66320  -0.081
H -11.97983 -7.38088 37.48609  0.076
H -11.06731 -7.60278 35.95399  0.072
H -12.77563 -7.11703 35.87561  0.075
H -9.93875 -4.46198 37.30672  0.058
H -9.31740 -5.50260 35.97958  0.056
H -9.73281 -6.18089 37.57846  0.058
H -11.41476 -5.58068 39.34623  0.057
H -10.94217 -3.84880 39.15447  0.071
H -12.09880 -4.40976 40.46948  0.082
H -14.63683 -4.54519 39.35600  0.081
H -13.82061 -2.98115 39.79881  0.074
H -14.59882 -3.15002 38.23273  0.071
H -11.13879 -3.93024 34.28754  0.068
H -12.17579 -2.49826 34.17079  0.080
H -10.46685 -2.40287 34.64696  0.065
H -12.47082 -1.03137 35.88417  0.070
H -11.03017 -1.16455 36.80163  0.070
H -12.58610 -1.45860 37.56792  0.067
O -5.50001 -6.19113 33.05487  -0.293
P -6.49709 -7.28953 32.85246  0.609
N -6.92187 -8.04978 34.29366  -0.286
C -6.17801 -7.72917 35.50767  -0.098
C -7.78996 -9.20669 34.43135  -0.099
N -5.96712 -8.63058 31.83973  -0.263
C -6.78808 -9.84428 31.62309  -0.105
C -4.54182 -8.82511 31.50953  -0.107
N -7.97119 -6.85131 32.15983  -0.290
C -8.92872 -5.99732 32.90734  -0.090
C -7.95144 -6.45181 30.74620  -0.127
H -6.70995 -7.91082 36.44156  0.063
H -5.97668 -6.65885 35.55201  0.058
H -5.27548 -8.33237 35.60610  0.067
H -8.59202 -8.94046 35.11977  0.066
H -7.19350 -9.95296 34.95615  0.084
H -8.33654 -9.50173 33.53564  0.061
H -6.39837 -10.46576 30.81687  0.066
H -6.72144 -10.56986 32.43378  0.060
H -7.83053 -9.53799 31.53608  0.042
H -4.43326 -8.96144 30.43355  0.066
H -3.88881 -7.97120 31.68987  0.061
H -4.19896 -9.73735 31.99777  0.062
H -8.50358 -4.99408 32.87770  0.081
H -9.89068 -5.86773 32.41141  0.062
H -9.15131 -6.35490 33.91267  0.063
H -7.44742 -7.14404 30.07173  0.074
H -7.45362 -5.48773 30.64222  0.069
H -8.97365 -6.40309 30.37096  0.062
C -8.62522 -9.77767 26.10612  -0.039
C -7.74025 -9.05600 27.18567  -0.237
O -6.42927 -9.50935 27.11633  -0.024
C -5.93228 -10.69838 27.74525  -0.222
O -6.72684 -11.42835 28.38667  0.100
C -4.43929 -11.01667 27.42793  -0.496
F -3.81470 -9.92976 26.96282  0.155
F -3.81705 -11.46264 28.56875  0.125
F -4.31932 -11.93077 26.44660  0.165
H -8.55006 -9.28837 25.13502  0.062
H -9.65304 -9.75661 26.46840  0.071
H -8.36748 -10.83287 26.01547  0.070
H -8.19008 -9.14743 28.17431  0.108
H -7.78828 -7.96756 27.15264  0.093
C -9.17903 -8.78857 39.06387  -0.058
C -7.68122 -8.66705 39.26187  -0.240
O -7.14664 -9.90187 38.90609  0.007
C -5.82711 -10.03721 38.52359  -0.324
O -4.99285 -9.16454 38.43020  0.151
C -5.50997 -11.48666 38.22905  -0.597
F -4.82119 -11.97325 39.23784  0.203
F -6.64440 -12.21406 38.03846  0.148
F -4.80135 -11.48896 37.14867  0.194
H -9.74616 -7.93117 39.42629  0.069
H -9.60094 -9.71336 39.45735  0.090
H -9.30453 -8.80817 37.98129  0.064
H -7.52416 -8.62984 40.33985  0.132
H -7.26708 -7.79886 38.74919  0.120
C -6.59936 -0.42126 39.15411  -0.049
C -5.56129 -0.82864 38.09627  -0.241
O -6.03655 -1.89041 37.32696  -0.013
C -6.83096 -1.64889 36.23295  -0.257
O -7.25891 -0.50289 35.95517  0.112
C -7.10692 -2.95092 35.42423  -0.653
F -6.51599 -2.93574 34.27635  0.226
F -6.79806 -3.98129 36.09862  0.219
F -8.40811 -3.08051 35.16668  0.140
H -6.79006 -1.21164 39.88007  0.074
H -7.55923 -0.19915 38.68782  0.073
H -6.13827 0.41461 39.68026  0.079
H -4.63438 -1.07966 38.61195  0.115
H -5.14652 -0.04723 37.45951  0.131